137
Properties=species:S:1:pos:R:3:forces:R:3:lowdin_charge:R:1 method="wB97M-V/def2-TZVPD" orbital_gap_ev="4.772 / 4.051" total_energy_ev=-164745.019 spin_multiplicity=2 de_lowest_kcal_mol=27.3 lumo_energy_ev="1.79 / 1.07" total_charge=-1
K -0.93326 -0.91325 0.07913 0.210 -0.634 0.081 0.702
C 1.39537 -4.70281 -0.18635 0.008 0.021 -0.007 -0.198
C 2.52133 -3.89638 0.47154 -0.009 0.003 -0.018 -0.166
C 2.20889 -2.41860 0.73372 -0.076 0.029 0.008 -0.242
N 0.94757 -2.24171 1.41787 -0.042 0.124 0.089 -0.018
C 0.82240 -2.51633 2.67611 -0.016 -0.022 -0.031 -0.251
C 1.92789 -2.75570 3.56892 -0.030 -0.006 0.003 -0.062
C 1.99088 -3.39847 4.78242 0.016 0.001 0.006 -0.145
C 1.00576 -4.08632 5.49219 0.002 0.001 0.002 -0.170
C -0.33056 -4.16691 5.11223 0.000 -0.017 0.018 -0.141
C -1.03221 -3.50795 4.12440 0.014 0.022 -0.022 -0.053
C -0.60791 -2.50589 3.18014 0.107 0.054 0.035 -0.249
N -1.40144 -1.64478 2.61971 -0.172 -0.144 0.020 -0.031
C -2.80505 -1.64658 3.00557 -0.015 -0.033 -0.017 -0.262
C -3.70459 -2.62779 2.22462 0.000 0.051 -0.012 -0.161
C -4.18265 -2.12874 0.84978 0.045 -0.047 0.005 -0.241
N -3.14764 -2.24012 -0.15701 -0.231 -0.136 0.093 -0.023
C -3.23886 -3.10805 -1.10565 0.083 0.004 -0.060 -0.253
C -4.29379 -4.07819 -1.30207 0.039 0.019 -0.002 -0.066
C -4.80322 -4.53370 -2.49348 -0.028 -0.021 -0.011 -0.151
C -4.46102 -4.20633 -3.81124 0.001 0.007 0.001 -0.175
C -3.34727 -3.45649 -4.19328 -0.008 0.001 -0.026 -0.155
C -2.27645 -3.00565 -3.45309 -0.011 -0.027 0.046 -0.067
C -2.04311 -3.17079 -2.03724 -0.105 -0.007 -0.026 -0.264
N -0.90397 -3.27332 -1.43972 0.047 0.177 0.087 0.022
C 0.32760 -3.35972 -2.18343 -0.019 0.000 0.020 -0.262
C 1.19442 -4.53199 -1.69783 -0.004 0.010 0.004 -0.178
H 0.45198 -4.49069 0.31907 -0.009 0.002 0.004 0.099
H 1.61557 -5.76044 -0.01115 -0.005 -0.003 0.008 0.101
H 3.43387 -3.96058 -0.13513 -0.020 0.001 0.018 0.093
H 2.74806 -4.35661 1.43794 0.005 -0.015 0.000 0.103
H 2.13052 -1.90119 -0.23014 -0.023 -0.030 0.041 0.078
H 3.06402 -1.95791 1.25172 -0.059 -0.020 -0.018 0.091
H 2.87854 -2.39348 3.19127 0.005 -0.002 -0.005 0.081
H 2.98412 -3.42211 5.22710 0.000 0.000 -0.003 0.088
H 1.31137 -4.62833 6.37913 -0.003 0.002 0.000 0.069
H -0.94139 -4.83563 5.71573 0.002 0.001 0.000 0.090
H -2.08455 -3.75489 4.07836 -0.003 0.003 0.000 0.076
H -3.19806 -0.64016 2.82521 -0.010 0.006 -0.010 0.081
H -2.91926 -1.84509 4.08216 -0.002 -0.006 0.006 0.101
H -4.59436 -2.81222 2.83808 0.000 -0.005 0.005 0.104
H -3.19329 -3.58559 2.09744 -0.002 -0.009 -0.002 0.111
H -4.44038 -1.06682 0.95409 -0.012 0.000 -0.002 0.097
H -5.10534 -2.65330 0.57494 -0.002 0.005 -0.005 0.094
H -4.77214 -4.44031 -0.39996 -0.006 -0.010 -0.003 0.083
H -5.64303 -5.21896 -2.39290 0.002 0.003 0.003 0.086
H -5.10528 -4.57745 -4.59956 -0.003 0.001 0.003 0.065
H -3.28117 -3.24202 -5.25871 0.006 0.000 0.004 0.086
H -1.48740 -2.50434 -4.00176 0.002 -0.003 -0.005 0.080
H 0.88149 -2.41405 -2.05514 0.007 0.006 0.022 0.067
H 0.18006 -3.48544 -3.26554 0.003 -0.013 0.003 0.089
H 2.17189 -4.47205 -2.19717 -0.002 -0.009 -0.006 0.096
H 0.71159 -5.44026 -2.07220 0.006 -0.007 0.001 0.106
C -0.10241 1.18567 5.12749 0.001 -0.017 -0.030 -0.032
C -1.31123 1.20902 4.22196 0.027 -0.166 -0.109 -0.407
C -2.58542 1.60341 4.93578 0.047 0.074 0.017 -0.043
O -0.98751 2.17185 3.15750 -0.064 0.281 0.203 -0.196
P -1.89008 2.47135 1.89873 -0.093 -0.197 -0.058 0.462
O -3.06161 1.61950 1.68386 0.055 -0.021 0.066 -0.222
C -0.66040 2.34576 0.57971 -0.062 0.000 0.054 -0.200
P -1.24737 2.21912 -1.13876 0.106 0.082 0.026 0.455
O -1.13830 0.86823 -1.70604 0.112 0.405 -0.149 -0.331
O -2.70137 2.81995 -1.12420 0.012 0.051 -0.027 -0.199
C -3.76952 2.19195 -1.91943 -0.001 -0.043 0.006 -0.408
C -4.38406 1.05613 -1.13471 -0.071 0.031 -0.005 -0.041
C -4.74301 3.30470 -2.23754 -0.007 0.002 0.030 -0.046
O -0.33786 3.22719 -1.96543 -0.099 0.076 -0.061 -0.179
C -0.09607 4.64232 -1.79651 0.074 -0.053 0.035 -0.435
C -1.22103 5.41129 -1.12628 -0.035 -0.043 -0.041 -0.048
C 0.18832 5.17708 -3.18578 0.017 -0.002 -0.004 -0.039
O -2.25574 4.01889 2.01523 0.087 0.032 -0.072 -0.181
C -1.70936 4.93888 2.98351 -0.016 -0.002 0.082 -0.443
C -0.23985 5.21837 2.72773 0.008 -0.011 -0.016 -0.042
C -2.56127 6.18759 2.89235 0.004 -0.007 0.002 -0.041
H -0.22915 0.40406 5.87706 0.007 -0.005 0.004 0.091
H 0.02514 2.14574 5.63436 -0.002 0.009 -0.002 0.080
H 0.79758 0.95957 4.55629 -0.004 -0.030 0.002 0.085
H -1.42110 0.24092 3.73114 0.039 0.088 0.054 0.098
H -2.48871 2.59933 5.37945 0.005 -0.017 0.018 0.077
H -2.77282 0.88873 5.73851 -0.018 -0.001 -0.006 0.090
H -3.43767 1.59179 4.25874 -0.014 -0.010 -0.031 0.073
H -0.14624 1.41525 0.84015 0.162 0.131 -0.206 0.055
H 0.06982 3.14989 0.68506 0.016 0.008 -0.027 0.070
H -3.31323 1.80943 -2.83465 0.007 0.011 0.016 0.141
H -4.76125 1.41860 -0.17790 0.007 -0.011 -0.025 0.080
H -3.66262 0.26162 -0.94673 0.000 0.004 -0.017 0.059
H -5.20483 0.62604 -1.71224 0.003 -0.009 -0.006 0.097
H -5.12187 3.74202 -1.31220 -0.011 -0.010 -0.004 0.088
H -5.58426 2.90384 -2.80349 -0.001 0.001 -0.004 0.084
H -4.26942 4.08912 -2.82919 0.014 0.003 0.002 0.073
H 0.80991 4.72042 -1.18319 -0.020 -0.014 0.019 0.138
H -2.10778 5.43142 -1.75914 -0.023 -0.016 -0.010 0.084
H -0.88160 6.43776 -0.96940 -0.012 -0.008 -0.011 0.091
H -1.51163 4.99551 -0.16374 0.011 -0.019 0.043 0.050
H -0.71220 5.10057 -3.79705 -0.002 0.010 0.000 0.091
H 0.97930 4.60563 -3.66841 -0.009 -0.001 0.005 0.059
H 0.48728 6.22528 -3.13195 0.004 0.001 -0.001 0.087
H -1.81996 4.48525 3.97131 -0.003 0.003 -0.018 0.128
H -0.09785 5.65143 1.73542 -0.005 0.007 -0.020 0.075
H 0.35629 4.31050 2.81713 -0.013 0.004 0.000 0.073
H 0.12627 5.93249 3.46688 0.005 0.015 -0.006 0.087
H -2.46897 6.63497 1.90103 0.005 0.001 -0.002 0.080
H -2.23839 6.91730 3.63606 -0.002 0.001 0.000 0.083
H -3.60931 5.94712 3.06530 0.002 -0.002 0.004 0.086
C 2.45261 -1.64733 -4.75017 -0.125 -0.055 -0.044 -0.253
Ge 2.70438 -0.45180 -3.22523 0.051 0.017 0.011 1.067
C 3.42446 1.26301 -3.87797 -0.043 0.085 0.066 -0.317
C 3.03732 2.48969 -3.34027 0.025 0.009 -0.014 -0.125
C 3.63176 3.67192 -3.76313 -0.007 0.007 0.002 -0.103
C 4.61081 3.64728 -4.74568 -0.005 0.016 -0.002 -0.100
C 4.99215 2.43635 -5.30385 0.015 -0.033 -0.030 -0.096
C 4.40431 1.25557 -4.87020 0.005 0.011 0.015 -0.112
C 4.07609 -1.23420 -2.06389 -0.013 -0.016 0.047 -0.267
C 4.69376 -2.39384 -2.45666 0.059 -0.001 0.067 -0.109
C 5.70341 -2.99415 -1.66705 -0.046 0.004 -0.075 -0.084
C 6.06435 -2.43585 -0.47898 0.019 0.020 0.043 -0.039
C 5.42878 -1.25668 -0.01372 0.044 -0.020 0.024 -0.178
C 5.73850 -0.70439 1.25451 0.027 -0.020 -0.029 -0.042
C 5.08016 0.39541 1.71978 -0.052 0.034 0.001 -0.083
C 4.07961 1.00424 0.92921 0.058 -0.008 0.044 -0.073
C 3.77302 0.49732 -0.29920 0.008 -0.023 -0.064 -0.053
C 4.43280 -0.64855 -0.81111 0.003 0.054 -0.041 -0.206
H 3.39350 -1.81986 -5.27661 0.014 0.013 -0.011 0.014
H 1.73643 -1.20389 -5.44080 0.012 -0.011 -0.017 0.020
H 2.05289 -2.60029 -4.40456 0.029 -0.004 -0.029 0.002
H 2.25516 2.52608 -2.58842 -0.001 -0.006 -0.006 0.080
H 3.33247 4.61693 -3.32499 -0.002 -0.005 -0.003 0.094
H 5.07412 4.56873 -5.07590 0.002 -0.001 0.002 0.097
H 5.75424 2.40945 -6.07336 -0.003 0.000 0.001 0.098
H 4.72560 0.31559 -5.30588 0.006 0.002 -0.007 0.094
H 4.41085 -2.87361 -3.38590 0.001 -0.011 -0.010 0.087
H 6.17284 -3.90924 -2.00624 0.000 0.003 -0.004 0.102
H 6.82301 -2.89800 0.14212 -0.002 0.001 0.001 0.110
H 6.49567 -1.18906 1.86021 0.000 -0.002 -0.003 0.110
H 5.30924 0.79448 2.69956 -0.004 0.001 0.001 0.100
H 3.54629 1.86646 1.31000 0.001 0.003 0.001 0.098
H 2.98727 0.95475 -0.89026 -0.010 -0.002 0.004 0.074